[1]
10
Properties=species:S:1:pos:R:3:forces:R:3 method="wB97M-V/def2-TZVPD" lumo_ev="-2.49 / -2.24" orbital_gap_ha="0.2874 / 0.2858"
C -1.359965 1.574768 0.419582 2.21 1.66 -1.12
N 1.078621 -0.799617 -1.223428 -0.92 1.13 -0.73
O -1.911431 3.331341 2.011757 0.99 0.56 -0.68
O -1.027640 -0.196025 -2.890438 1.13 0.21 0.97
O -1.439108 -1.575809 -0.911570 0.77 0.23 0.16
S -0.923752 3.064177 0.909705 -1.47 -1.55 0.65
S -0.681511 -0.499237 -1.511940 0.79 -0.25 0.50
H -2.223493 1.154989 0.813343 -1.54 -1.26 0.58
H 1.363444 -1.709271 -0.890450 -0.66 -0.22 0.20
H 1.676740 -0.050053 -0.818728 -1.29 -0.51 -0.54

---

[2]
9
Properties=species:S:1:pos:R:3:forces:R:3 method="wB97M-V/def2-TZVPD" lumo_ev="0.09 / -4.57" orbital_gap_ha="0.2358 / 0.2211" multiplicity=3
C -0.736618 1.489679 -0.502242 3.61 2.99 -0.01
N -0.356016 0.796737 0.395936 -2.20 -4.00 4.15
O -1.453328 1.875398 -1.302912 -4.39 1.19 -4.45
O 0.745671 0.986976 1.157621 0.44 0.71 1.01
O -0.045305 -1.599649 0.008482 2.84 -0.52 2.39
O 1.374011 -1.269517 -0.204068 -0.87 -0.23 0.51
H -0.375660 -1.781619 -0.840151 -1.11 0.09 -2.24
H 1.213108 0.230342 0.791055 2.88 -1.18 -0.83
H -0.365863 -0.728348 0.496280 -1.20 0.95 -0.53

---

[3]
10
Properties=species:S:1:pos:R:3:forces:R:3 method="wB97M-V/def2-TZVPD" lumo_ev="-4.28 / -8.26" orbital_gap_ha="0.2794 / 0.2765" multiplicity=3 total_charge=+1
C 1.456343 -0.557002 0.003068 -2.97 -3.05 2.11
N 2.521570 -0.122086 -0.194658 1.09 1.07 -0.90
O 3.652667 0.096959 -0.448645 2.19 0.87 -0.46
O -1.102475 0.054094 -1.498910 -1.19 1.35 -0.40
O -0.690527 1.293781 0.624142 0.60 1.15 -0.24
O -1.396212 -1.059275 0.801601 0.11 0.67 -0.37
P -0.529161 -0.073848 -0.050702 0.10 0.05 -1.51
H -1.618447 0.906503 -1.671085 0.73 -1.45 0.07
H -1.290938 1.335988 1.347153 -0.99 0.35 1.38
H -1.002819 -1.875115 1.088032 0.32 -1.00 0.32

---

[4]
10
Properties=species:S:1:pos:R:3:forces:R:3 method="wB97M-V/def2-TZVPD" lumo_ev=-1.34 orbital_gap_ha=0.3456
C -0.154734 0.281306 -0.017633 -3.12 -1.21 -0.94
N 1.287627 -0.061496 -1.912285 -0.33 0.71 -0.88
O 1.367343 0.145391 -3.107602 -0.81 0.78 3.36
O 0.122392 -2.084284 -4.278352 3.35 0.66 0.39
O 2.525232 -2.442140 -3.564107 -0.06 -0.42 0.54
O 0.042043 0.270295 -1.441091 0.48 0.80 -1.08
S 1.564149 -1.695689 -4.305256 -3.02 -1.63 -2.06
H -0.713740 1.208410 0.298208 -0.51 -1.31 -1.02
H 0.665448 0.487105 0.527040 3.65 -0.23 1.42
H -0.610768 -0.744152 0.202788 0.37 1.85 0.27

---

[5]
8
Properties=species:S:1:pos:R:3:forces:R:3 method="wB97M-V/def2-TZVPD" lumo_ev=-0.94 orbital_gap_ha=0.2660 smiles="O=C/P=N/P"
C 1.937135 -0.291192 1.257667 -2.94 -0.13 -1.00
N -0.433608 0.236617 -0.231455 -0.50 0.95 -1.10
O 2.696091 -1.049457 1.748848 0.67 0.32 0.15
P 0.022779 -1.000411 0.554012 1.48 0.07 0.43
P -1.489405 0.712076 -1.576550 0.83 -0.20 1.02
H 2.016116 0.811750 0.977274 0.53 -0.67 0.37
H -2.115663 -0.496344 -1.891593 -0.13 -0.62 -0.13
H -2.633445 1.076961 -0.838204 0.06 0.27 0.25

---

[6]
7
Properties=species:S:1:pos:R:3:forces:R:3 method="wB97M-V/def2-TZVPD" lumo_ev="-1.20 / -1.13" orbital_gap_ha="0.2826 / 0.2873" smiles="C=N.O=S"
C 1.251824 -0.786618 0.303325 0.19 0.54 1.63
N 0.725230 0.257431 -0.082546 -0.58 2.26 -2.70
O -2.924467 0.964965 -1.451432 -0.29 0.39 -2.78
S -2.785412 0.766169 -0.037011 0.29 -0.40 2.77
H 1.386015 -1.440214 -0.501706 0.17 -2.20 -0.34
H 1.535916 -0.875545 1.347783 0.73 -0.77 0.00
H 0.810895 1.113815 0.421586 -0.52 0.17 1.44

---

[7]
7
Properties=species:S:1:pos:R:3:forces:R:3 method="wB97M-V/def2-TZVPD" lumo_ev=0.49 orbital_gap_ha=0.3824
C 1.108833 0.039812 -0.314051 -3.05 1.44 -0.21
N 0.243759 -0.849342 -0.163061 0.28 -2.28 0.11
O -1.544618 0.985930 0.028775 -0.72 1.22 -0.75
S -1.394220 -0.466638 0.022747 0.88 0.73 0.31
H 2.078105 -0.132598 -0.579177 2.65 -0.96 -0.23
H 0.756718 1.051855 -0.335502 0.06 0.99 0.07
H -1.248580 -0.629018 1.340269 -0.11 -1.13 0.71

---

[8]
7
Properties=species:S:1:pos:R:3:forces:R:3 method="wB97M-V/def2-TZVPD" lumo_ev=-0.62 orbital_gap_ha=0.3202 smiles="C[N+]([O-])=S"
C 0.213726 0.006928 0.056501 0.48 -1.83 1.58
N 1.972360 -0.454042 -0.122671 -4.69 -1.60 1.31
O 2.188807 -1.632375 -0.321197 0.10 0.73 -0.23
S 2.903104 0.754581 0.173481 1.83 1.52 0.09
H 0.362462 1.045186 -0.179987 -0.56 0.11 -0.83
H -0.308642 -0.012784 1.142035 2.09 -0.38 -2.11
H -0.326879 -0.771403 -0.559379 0.75 1.44 0.20

---

Calculated E_tot (eV), listed in the same order as above: -30382.5413 -10753.9295 -20042.2507 -21596.3382 -23198.1529 -15455.0370 -15456.1513 -15454.4711
Calculated F_max (eV/Å), listed in the same order as above: 2.981 6.359 4.754 4.003 3.111 3.574 3.381 5.124
Calculated energy above the lowest of the compared OMol25 structures with the same formula, charge and spin (kJ/mol), listed in the same order as above: 364.67 326.29 10.55 220.09 48.57 363.94 256.43 418.54